[1]
Density functional theory data (the ωB97M-V functional and the def2-TZVPD basis) for a cluster of 10 separate species, C21H64N2O15 in total at a distorted geometry.

Computed properties:
2S+1 = 2
total energy = -2076.3302 Eh
highest occupied orbital energy (alpha / beta) = 0.538 / -6.873 eV
gap between HOMO and LUMO (alpha / beta) = 1.502 / 8.829 eV
total charge = -1

```
102
Properties=species:S:1:pos:R:3:forces:R:3:mulliken_spin:R:1
C -29.4196 22.9287 -7.3816 0.3 0.2 -0.2 0.012
O -29.6099 22.4142 -8.6779 -0.5 0.2 0.1 -0.015
H -30.3394 22.7389 -6.8284 0.3 0.1 0.3 -0.002
H -28.5180 22.5291 -6.9174 -0.1 -0.7 0.4 0.007
H -29.1753 23.9909 -7.3962 -0.5 0.4 -0.1 -0.002
H -29.0465 22.9409 -9.2496 0.5 -0.2 -0.5 0.015
C -24.8945 26.8008 -13.0775 -0.2 0.8 0.0 0.489
O -25.8758 27.9124 -12.9072 1.6 -1.1 -0.2 -0.207
H -25.2106 25.9545 -13.6874 -0.5 0.5 -0.3 -0.056
H -23.9971 27.2289 -13.5241 -0.2 0.2 -0.1 0.066
H -24.5385 26.3196 -12.1666 -0.3 0.4 0.6 0.007
H -26.7192 27.5795 -12.5918 -0.4 -0.5 0.0 0.008
C -26.6250 24.7590 -9.7489 -0.8 -1.0 -0.3 -0.089
O -27.3894 23.5463 -10.0086 0.5 0.5 0.4 -0.022
H -26.5661 24.8270 -8.6626 -0.2 0.8 -0.2 0.026
H -25.5955 24.7536 -10.1071 -0.1 -0.3 -0.2 0.007
H -27.1992 25.4839 -10.3259 0.6 0.9 0.7 0.058
H -26.8562 23.0143 -10.6037 0.2 -0.8 -0.4 -0.040
C -27.5814 20.2026 -9.4804 -1.1 0.1 0.9 0.142
C -27.5584 19.0735 -10.4245 -0.9 -1.0 -3.6 0.000
C -28.5186 19.3100 -11.6671 -0.2 0.4 1.3 -0.024
O -28.6266 18.2712 -12.6319 -0.7 0.2 0.2 -0.062
C -29.6559 18.6057 -13.5973 1.6 0.7 0.4 0.161
N -26.2033 18.9771 -10.9026 0.9 -0.1 0.4 0.053
H -26.7566 19.9979 -8.7978 -0.2 0.3 0.4 -0.001
H -28.5631 20.1536 -9.0092 0.2 0.4 0.6 -0.008
H -27.4805 21.2013 -9.9054 0.1 -0.4 -0.2 -0.004
H -27.9434 18.1603 -9.9707 0.4 -0.2 0.3 -0.004
H -28.2180 20.2311 -12.1665 0.2 0.3 -0.1 0.046
H -29.4919 19.5124 -11.2201 -0.5 0.0 -0.1 0.009
H -29.4416 19.6057 -13.9742 0.4 0.1 -0.5 -0.044
H -30.6475 18.7896 -13.1838 -0.2 -1.0 0.3 -0.011
H -29.5404 17.8830 -14.4050 -0.6 0.0 0.2 -0.004
H -26.0832 18.5713 -11.8197 -0.3 -0.2 -0.1 -0.025
H -25.9700 19.9581 -10.9591 0.8 -0.1 -0.2 -0.013
C -24.8102 22.7903 -14.0798 -1.1 1.7 0.9 1.473
C -25.7973 23.0910 -12.8766 1.3 -0.6 -0.7 -3.685
C -27.1853 23.4400 -13.3280 -0.6 1.2 -0.3 0.376
O -27.1498 24.7681 -13.8833 0.5 -0.8 0.0 -0.458
C -27.6679 24.8010 -15.1923 -0.3 0.8 0.6 0.776
N -25.7646 21.9585 -11.9781 -0.5 -1.2 0.4 0.905
H -24.6394 23.7507 -14.5664 0.2 0.0 -0.4 0.085
H -25.2819 22.1095 -14.7884 0.0 -0.1 0.0 -0.452
H -23.8370 22.4217 -13.7555 -0.1 -0.1 0.1 0.247
H -25.5333 23.9041 -12.2003 0.7 0.6 -0.7 0.361
H -27.8906 23.5438 -12.5034 0.0 -0.6 0.3 0.041
H -27.5949 22.7622 -14.0770 0.1 -0.3 0.1 0.283
H -27.4765 25.8126 -15.5503 0.3 -0.2 -0.4 -0.021
H -28.7526 24.7219 -15.1201 -0.3 -0.4 -0.4 0.087
H -27.2356 24.0169 -15.8138 0.0 0.2 -0.2 -0.081
H -24.7964 21.6851 -11.8892 0.6 0.5 0.7 0.063
H -26.0404 21.1367 -12.4965 -0.9 -0.3 -0.3 -0.009
C -25.3896 27.7384 -8.1919 1.3 2.4 -3.0 0.073
C -25.9635 28.5093 -9.4745 -1.5 0.3 2.1 -0.077
O -24.9523 29.0212 -10.2966 0.7 -0.4 0.3 -0.066
O -24.5319 26.7788 -8.7767 -0.3 -1.8 0.9 -0.025
H -26.1195 27.4268 -7.4448 -0.1 -0.6 -0.6 0.002
H -24.6876 28.4171 -7.7075 -0.4 0.5 0.5 0.012
H -26.5761 29.3694 -9.2041 -0.3 0.1 0.7 0.013
H -26.6688 27.8762 -10.0129 0.3 -0.5 -0.2 0.023
H -25.3830 29.1523 -11.1445 0.3 -0.3 -0.7 0.031
H -24.2180 27.1350 -9.6111 0.1 0.3 -0.2 0.008
C -26.6406 24.9931 -5.5854 -0.9 -0.4 2.5 -0.016
C -27.9010 25.3090 -4.7011 0.9 -2.4 0.3 0.002
O -28.2732 26.6024 -4.7155 -0.6 2.9 -0.6 -0.001
O -25.4976 25.5218 -4.8213 -1.2 0.0 -1.5 -0.005
H -26.8049 25.3669 -6.5961 0.4 0.4 0.1 0.019
H -26.4921 23.9136 -5.6111 -0.2 -0.1 -0.3 0.000
H -27.7464 25.0409 -3.6560 0.9 -0.5 0.2 0.002
H -28.8026 24.7282 -4.8955 0.2 -0.2 -0.9 0.001
H -27.5098 27.1328 -4.4759 0.1 0.2 0.1 0.000
H -24.7544 25.2862 -5.3815 0.5 0.2 0.1 0.001
C -30.3772 26.4208 -8.4572 -1.0 1.3 -0.9 -0.024
C -30.8692 27.9639 -8.2598 1.5 -1.3 -1.5 -0.003
O -31.2024 28.6995 -9.4857 -0.3 -1.5 1.8 -0.006
O -29.3008 26.3387 -9.4086 -0.1 1.0 0.4 -0.015
H -31.1973 25.8114 -8.8371 -0.2 0.1 0.0 0.005
H -30.1053 26.0281 -7.4774 0.3 0.2 0.1 0.004
H -30.0124 28.4332 -7.7765 0.0 0.3 0.1 0.004
H -31.6934 27.9535 -7.5466 -0.2 0.1 -0.4 -0.003
H -30.3767 28.9814 -9.8860 0.4 0.2 0.1 0.007
H -29.0471 25.4390 -9.6272 -0.3 -0.3 0.3 0.000
C -21.6846 23.6745 -10.4486 1.9 -1.3 -0.6 0.045
C -21.3816 23.9405 -11.9800 -0.8 -0.2 3.6 1.155
O -22.2165 25.0622 -12.2490 0.9 -0.8 -0.6 -0.967
O -22.8565 22.9648 -10.1731 -1.0 0.1 -0.4 -0.118
H -21.5974 24.5348 -9.7849 -0.1 0.6 -0.5 0.028
H -20.9272 22.9796 -10.0862 0.5 0.0 -0.1 -0.065
H -21.5674 23.0258 -12.5428 -0.6 0.1 -0.2 -0.142
H -20.2983 24.0458 -12.0382 0.1 0.9 -0.3 0.016
H -22.0868 25.2030 -13.1897 -0.4 0.6 -0.8 0.373
H -23.5448 23.4848 -10.5944 -0.5 0.0 0.0 0.195
C -29.2917 28.7677 -12.3398 1.0 -0.3 -1.5 0.052
C -28.6894 30.1058 -11.8740 -0.1 -1.9 -1.4 0.015
O -28.9473 30.1810 -10.5521 -0.1 0.3 3.4 -0.014
O -28.5897 27.4934 -12.0462 -0.7 2.2 -0.2 -0.030
H -29.1548 28.8612 -13.4171 -0.5 -0.3 -0.3 0.012
H -30.3570 28.7417 -12.1108 0.0 -0.3 0.2 0.009
H -29.2142 30.9329 -12.3522 0.2 -0.1 -0.8 -0.013
H -27.6304 30.0488 -12.1258 0.2 0.4 0.0 -0.010
H -28.4889 30.9073 -10.1232 0.0 0.0 0.0 0.016
H -28.9545 27.1263 -11.2376 -0.2 -0.1 0.6 0.010
```
Forces are in eV/Å.

***

[2]
Density functional theory data (the ωB97M-V functional and the def2-TZVPD basis) for a structure of composition C10H26BrMnN2O3 at a distorted geometry.

Computed properties:
2S+1 = 6
total energy = -4456.6560 Eh
highest occupied orbital energy (alpha / beta) = -10.882 / -11.573 eV
gap between HOMO and LUMO (alpha / beta) = 8.284 / 8.955 eV
total charge = +1

```
43
Properties=species:S:1:pos:R:3:forces:R:3:nbo_charge:R:1
Mn -0.4524 0.0575 -0.6375 -0.9 -0.6 -1.6 1.146
Br -2.3954 0.0989 -2.1740 -0.1 -0.1 -0.2 -0.606
C -1.1415 3.3689 1.8943 0.5 0.1 1.2 -0.639
C -0.7008 2.0051 1.3463 -0.9 0.9 0.6 -0.065
C -1.8074 1.0263 1.7017 0.3 -0.3 0.3 -0.078
O -1.6144 -0.2104 1.0254 1.2 0.8 0.9 -0.586
C -2.4013 -1.2113 1.5342 -2.3 -1.6 -0.2 -0.269
N -0.5522 2.1185 -0.0947 -0.3 0.6 0.7 -0.858
H -1.9676 3.8741 1.3938 -0.3 -0.7 -0.4 0.230
H -0.3770 4.1457 1.8840 0.4 -0.3 0.1 0.232
H -1.4480 3.2160 2.9291 0.0 0.3 0.2 0.228
H 0.2507 1.6475 1.7398 -0.1 0.2 0.5 0.189
H -2.8103 1.3718 1.4509 0.0 0.4 0.0 0.212
H -1.7342 0.8498 2.7748 -0.2 0.0 0.2 0.204
H -3.4430 -0.9516 1.3454 -0.3 0.2 0.3 0.205
H -2.2839 -1.4281 2.5960 0.4 0.3 0.1 0.189
H -2.3281 -2.1418 0.9713 0.7 0.1 -0.1 0.217
H 0.1415 2.8462 -0.1911 0.2 0.1 -0.7 0.389
H -1.4448 2.5541 -0.2781 -0.2 0.1 -1.4 0.392
C 1.0247 1.0227 -3.4145 -1.0 0.8 -1.4 -0.272
O 0.9612 0.5924 -2.0534 2.0 -0.7 -1.1 -0.593
C 2.2636 0.5961 -1.4375 1.4 2.2 -1.3 -0.062
C 2.5160 -0.4946 -0.5216 -1.4 -0.8 0.9 -0.254
N 1.4193 -0.2863 0.4677 1.2 -1.3 0.9 -0.667
C 1.2225 -1.4199 1.3564 -0.4 -1.1 -0.3 -0.237
C 0.6246 -2.6075 0.6029 0.4 -0.8 1.5 -0.073
O -0.0661 -2.1475 -0.4894 -1.0 1.5 0.2 -0.568
C -0.3457 -3.0960 -1.4391 0.4 -1.6 -2.2 -0.265
H 0.0447 1.3173 -3.7899 -0.4 0.0 0.8 0.235
H 1.2884 0.2906 -4.1779 0.6 -0.6 0.7 0.203
H 1.6351 1.9149 -3.5544 0.3 -0.1 0.4 0.192
H 2.3036 1.5403 -0.8943 0.4 0.3 -0.1 0.172
H 3.1091 0.5401 -2.1231 -0.4 0.6 -0.8 0.216
H 3.4852 -0.4841 -0.0229 0.1 0.2 -0.3 0.224
H 2.4500 -1.3915 -1.1374 -0.4 -0.5 0.7 0.224
H 1.7895 0.3919 1.1182 0.0 0.7 -0.2 0.383
H 0.4681 -1.1215 2.0843 0.4 0.1 0.3 0.210
H 2.1550 -1.7719 1.7977 0.0 0.2 0.4 0.209
H -0.0186 -3.0997 1.3323 -0.5 -0.2 0.0 0.189
H 1.2964 -3.4239 0.3378 0.7 0.4 -0.4 0.196
H -0.6667 -4.0571 -1.0374 -0.3 0.1 0.3 0.194
H 0.5726 -3.2887 -1.9938 0.4 -0.3 -0.1 0.173
H -1.0221 -2.7537 -2.2223 -0.4 0.4 0.6 0.236
```
Forces are in eV/Å.

***

[3]
Density functional theory data (the ωB97M-V functional and the def2-TZVPD basis) for a structure of composition C39H31BrN5O3Sc at a distorted geometry.

Computed properties:
total energy = -5338.6773 Eh
highest occupied orbital energy = -13.477 eV
gap between HOMO and LUMO = 7.196 eV
total charge = +2

```
80
Properties=species:S:1:pos:R:3:forces:R:3:mulliken_charge:R:1
Sc -0.0786 -0.2254 0.4400 0.6 0.5 0.7 -0.526
C 1.8169 -4.3981 1.7805 0.0 -0.1 -0.3 -0.468
O 1.2210 -3.7158 2.9176 0.0 0.1 0.3 -0.473
C 0.6586 -2.6268 2.4412 0.2 -0.1 -0.4 -0.011
N 0.8054 -2.3434 1.2016 -0.6 0.3 -0.2 0.706
C 1.6745 -3.3842 0.6185 0.3 0.0 -0.1 -0.024
C 1.1807 -4.0069 -0.6646 0.0 0.1 0.0 -0.116
C 2.1046 -4.6739 -1.4647 0.0 0.1 0.0 -0.478
C 1.7058 -5.2697 -2.6495 0.0 0.0 0.0 -0.753
C 0.3757 -5.2060 -3.0420 0.0 0.0 0.0 -0.527
C -0.5506 -4.5627 -2.2381 -0.1 0.0 0.0 -0.875
C -0.1506 -3.9628 -1.0524 0.0 -0.1 0.1 0.030
C -0.1151 -1.7526 3.3324 0.0 0.0 0.3 -0.021
C -0.2023 -1.9103 4.7064 0.0 -0.1 -0.1 -0.554
C -0.9905 -1.0133 5.4145 0.0 0.0 0.0 -0.725
C -1.6857 -0.0274 4.7294 0.0 0.1 0.0 -0.532
C -1.5352 0.0372 3.3534 0.0 0.0 0.2 0.212
N -0.7436 -0.7839 2.6730 0.0 -0.1 -0.1 0.284
C -2.3062 0.9277 2.4775 -0.2 0.0 -0.5 0.110
N -2.3076 0.7781 1.2050 0.3 -0.2 -0.2 0.047
C -3.4404 1.6080 0.7089 -0.2 0.1 0.0 -0.137
C -3.7324 2.5213 1.9095 -0.1 0.2 -0.3 -0.766
O -3.1023 1.8315 3.0152 0.0 -0.2 0.4 -0.404
C -3.2201 2.2985 -0.6118 0.0 0.0 0.0 0.120
C -2.6639 1.5769 -1.6623 -0.2 0.0 0.1 0.020
C -2.4980 2.1531 -2.9108 0.0 -0.1 0.0 -0.524
C -2.9162 3.4594 -3.1276 0.0 0.0 0.0 -0.694
C -3.5006 4.1737 -2.0933 0.0 0.1 0.0 -0.798
C -3.6566 3.5971 -0.8394 0.1 0.0 0.1 -0.566
H 1.2521 -5.3127 1.6051 0.0 0.0 0.0 0.378
H 2.8450 -4.6459 2.0269 0.0 0.0 0.1 0.355
H 2.6383 -2.9052 0.4117 0.0 0.0 0.0 0.282
H 3.1436 -4.7264 -1.1567 0.0 0.0 0.0 0.454
H 2.4315 -5.7849 -3.2643 0.0 0.0 0.0 0.437
H 0.0631 -5.6642 -3.9708 0.0 0.0 0.0 0.440
H -1.5917 -4.5343 -2.5333 0.0 0.0 0.0 0.428
H -0.8858 -3.4838 -0.4153 0.0 0.0 0.0 0.521
H 0.3287 -2.7161 5.1938 0.0 0.0 0.0 0.584
H -1.0779 -1.0955 6.4895 0.0 0.0 0.0 0.504
H -2.3268 0.6768 5.2409 0.0 0.0 0.0 0.595
H -4.2782 0.9143 0.5672 0.1 0.0 0.1 0.611
H -4.7885 2.6349 2.1330 0.0 0.0 0.0 0.321
H -3.2706 3.5063 1.8169 0.1 -0.1 0.1 0.485
H -2.3931 0.5423 -1.4951 0.1 0.0 -0.1 0.357
H -2.0600 1.5734 -3.7128 0.0 0.0 0.0 0.450
H -2.8066 3.9107 -4.1045 0.0 0.0 0.0 0.458
H -3.8538 5.1825 -2.2643 0.0 0.0 0.0 0.446
H -4.1340 4.1649 -0.0495 0.0 0.0 -0.1 0.460
C 4.4151 -0.2079 1.1240 0.0 0.0 -0.1 -1.302
C 4.9002 -0.1358 -0.1766 -0.1 0.0 0.0 -0.617
C 4.0036 -0.0543 -1.2223 0.0 0.1 0.1 -1.407
C 2.6300 -0.0295 -0.9721 0.1 0.0 0.0 0.920
N 2.1732 -0.0442 0.2990 0.0 -0.1 -0.3 1.130
C 3.0527 -0.1516 1.3047 0.0 0.0 0.2 -0.292
C 1.6244 -0.1314 -2.0525 -0.3 -0.1 -0.1 0.819
C 2.0165 -0.0473 -3.3906 0.1 0.1 0.1 -0.839
C 1.1401 -0.3805 -4.4066 0.0 0.0 0.0 -1.027
C -0.1378 -0.8151 -4.0901 -0.1 0.0 0.0 -0.900
C -0.5499 -0.8297 -2.7663 -0.1 0.0 0.1 -0.302
C 0.2887 -0.4671 -1.7086 0.2 -0.1 0.2 1.548
H 5.0794 -0.3091 1.9698 0.0 0.0 0.0 0.505
H 5.9641 -0.1622 -0.3709 0.0 0.0 0.0 0.463
H 4.3741 -0.0376 -2.2346 0.0 0.0 0.0 0.439
H 2.6368 -0.1942 2.3022 0.0 0.0 0.0 0.473
H 3.0129 0.2768 -3.6583 0.0 0.0 0.0 0.466
H 1.4610 -0.3227 -5.4380 0.0 0.0 0.0 0.452
H -0.8158 -1.1342 -4.8720 0.0 0.0 0.0 0.580
H -1.5683 -1.1520 -2.5673 0.0 0.0 0.0 0.510
O 0.1789 6.3602 0.9587 0.0 0.2 0.2 -0.532
C 0.1882 5.0402 0.8527 0.0 -0.5 -0.1 0.777
C -0.1587 4.3328 -0.2991 0.0 0.2 -0.1 -0.762
C -0.1039 2.9611 -0.2823 0.1 -0.2 0.0 -0.905
N 0.2503 2.2255 0.7912 0.1 -0.2 0.0 0.586
C 0.6147 2.9308 1.8677 0.1 -0.1 -0.1 -0.099
Br 1.3159 1.9903 3.3566 -0.2 0.0 0.0 -0.054
C 0.5950 4.2997 1.9668 0.0 0.2 0.0 -0.750
H -0.0561 6.8025 0.1343 0.0 0.0 -0.1 0.326
H -0.4678 4.8475 -1.2001 0.0 0.0 0.0 0.401
H -0.3539 2.4001 -1.1735 0.0 0.1 0.0 0.717
H 0.9144 4.8023 2.8680 0.0 0.0 0.0 0.553
```
Forces are in eV/Å.